Record 1
C36H42O34Pd | ωB97M-V/def2-TZVPD

Geometry as XYZ:
```
113
C36H42O34Pd ωB97M-V/def2-TZVPD
O -0.899 -0.486 -0.441
H 2.991 -3.809 -3.572
Pd 5.676 3.326 3.258
C 8.980 -1.459 -0.465
H -0.459 2.682 7.177
H 0.919 8.174 -0.753
O -7.682 1.109 -4.892
C -1.764 4.111 9.348
H -0.718 4.413 6.702
O 5.359 -4.908 -4.360
H -3.677 2.513 -5.518
C -3.026 -4.166 -6.375
O 3.816 0.288 7.030
H -2.227 -4.375 2.906
O 2.432 -0.681 8.479
O -4.427 -6.613 5.350
O -2.609 -5.613 4.562
H -3.828 -2.953 3.586
C 9.464 -0.460 -1.410
C 1.751 1.357 1.000
H 5.307 -3.628 -2.931
O -4.436 -4.396 4.976
C 0.952 0.386 0.273
O -1.870 4.388 10.547
C -1.739 -2.351 -6.617
H 4.056 -2.400 9.501
O 3.314 -5.687 -4.390
H -1.237 -2.078 -5.688
H -0.077 -3.456 -6.880
H -3.131 -2.796 5.181
O -5.483 1.420 -5.218
H -7.039 -0.921 -0.083
C -7.759 -1.733 -0.190
H -7.204 -3.057 -1.842
H -0.988 3.424 2.174
O 2.119 1.528 -6.004
O 3.595 0.317 -7.234
H -4.998 3.887 -3.396
C 3.288 0.930 -6.246
O -1.880 -4.576 -6.853
C -0.029 8.200 -0.216
C 3.421 -4.781 -3.330
H 1.650 -1.871 9.800
H 9.457 -1.354 0.510
C 4.916 -4.628 -3.117
O -8.312 -2.177 1.047
H 1.746 3.091 -4.874
C 0.965 2.423 1.861
H -5.145 4.377 -5.107
H 2.938 -5.078 -2.399
H 7.918 -1.481 -0.223
H -2.750 3.676 6.395
H 1.483 -0.380 -0.271
H -0.856 6.875 -1.785
O -6.593 3.044 -4.335
O -1.862 10.766 -1.296
H -1.009 -3.549 -8.347
C -8.280 -3.428 1.078
H -2.497 2.195 7.203
H 1.276 -2.418 8.180
C -2.364 3.270 7.329
O 4.126 1.141 -5.221
H 0.083 7.778 0.783
O -8.756 -4.033 2.032
O 3.837 -1.872 7.478
H 9.895 0.433 -0.957
O 2.989 1.273 1.202
O 9.360 -2.715 -1.002
O 10.356 -1.215 -2.237
H 3.839 2.193 -3.443
C 4.471 -5.647 -5.080
C 3.650 2.238 -4.516
H 5.221 -5.377 -2.387
C 3.348 -0.696 7.601
C -4.499 2.329 -4.827
C 2.161 2.095 -4.722
H -1.470 -4.065 4.527
H 8.567 -0.035 -1.861
O -7.819 -3.976 -0.109
H -3.920 1.886 -4.016
C -7.049 -2.978 -0.766
H -1.656 -1.506 -7.300
C 2.058 -1.970 8.793
C -2.367 -4.365 3.987
O 4.572 -6.120 -6.247
C -0.518 2.559 1.731
C -1.158 1.618 0.938
O -2.742 3.849 8.577
H 1.550 1.598 -3.969
O -1.918 8.581 -1.436
H -8.464 -1.432 -0.965
H -1.800 6.928 -0.262
C -1.199 7.506 -0.965
C -0.985 3.612 7.391
C -0.397 0.489 0.204
O -2.967 -2.834 -6.294
C 3.424 -2.582 8.631
O 1.666 3.129 2.595
H -5.978 -2.997 -0.567
O -4.061 -4.822 -6.311
O -0.321 9.548 -0.229
C -5.255 3.553 -4.401
H 4.138 3.162 -4.826
C -1.097 -3.477 -7.263
C 10.256 -2.518 -1.987
H 3.383 -3.644 8.386
C -6.718 1.804 -4.818
O 10.995 -3.359 -2.532
O -2.386 1.940 0.690
C -3.514 -3.520 4.462
O -0.659 3.988 8.761
C -1.376 9.718 -1.044
C -3.829 -5.614 4.995
```

## Properties
2S+1	3
⟨S²⟩	2.088
LUMO (alpha / beta)	-3.34 / -5.08	eV
orbital gap (alpha / beta)	0.1738 / 0.1089	Ha

Atom charges from the Löwdin analysis, given in e for atoms 1 to 8: atom 1 (O): 0.126, atom 2 (H): 0.126, atom 3 (Pd): 0.022, atom 4 (C): -0.155, atom 5 (H): 0.139, atom 6 (H): 0.131, atom 7 (O): 0.174, atom 8 (C): -0.694

***

Record 2
C36H43AsBrN3O2S2Sb2Y | ωB97M-V/def2-TZVPD

Geometry as XYZ:
```
91
C36H43AsBrN3O2S2Sb2Y ωB97M-V/def2-TZVPD
C -0.047 2.907 5.800
H 0.524 3.922 1.433
H 4.873 -3.221 -0.631
O -1.902 -0.119 2.339
Br -0.087 1.825 8.441
C -2.160 4.543 -1.696
H 0.372 -0.366 6.522
C 0.371 0.462 4.534
H 0.199 6.294 -4.239
C -2.058 -2.310 1.601
H 3.806 -4.965 0.863
H 0.500 -4.335 -6.036
C 3.124 -4.206 1.226
H -2.365 6.484 -0.820
C -0.709 4.453 -3.618
H 0.123 4.349 -0.248
As 1.654 -3.496 -3.967
Y -0.121 0.246 0.975
H 4.791 -0.915 -1.559
H 2.957 0.594 -0.861
H -1.856 -0.339 -4.096
C -2.406 -3.639 1.879
N -2.200 -1.388 2.589
C -1.896 5.911 -1.613
H 0.288 1.045 -4.798
H 3.196 -5.152 -2.917
Sb -0.386 0.857 -2.213
Sb -1.830 2.776 0.753
C -0.269 4.244 0.763
H 2.629 -5.751 -4.498
H -0.246 -2.830 -5.432
C -3.037 3.903 -0.656
C 0.741 -0.817 3.973
C 4.083 -1.250 -0.815
C 0.169 -3.795 -5.150
H 1.475 0.019 -3.939
C 4.121 -2.511 -0.307
C 0.267 0.540 5.936
C 0.080 2.852 4.430
H 1.559 -5.819 -3.072
H 1.099 -1.572 4.677
C -1.720 -0.599 -3.046
C 2.999 -2.668 -5.075
H -0.881 7.613 -2.429
C 1.437 -2.214 2.227
O 0.430 1.639 2.442
H -3.939 3.106 2.360
C -0.453 5.811 -3.522
S -1.461 -1.832 0.055
H -1.877 2.098 -3.970
C -2.818 -4.005 3.138
C 0.909 0.948 -3.907
C -2.903 -3.034 4.139
H 2.516 -1.976 -5.762
C 3.177 -2.905 0.669
C -1.058 6.548 -2.512
H 3.693 -2.126 -4.439
H 1.592 1.795 -3.843
N 0.762 -1.077 2.720
N 2.179 -0.685 0.531
C 2.337 -5.250 -3.576
H -3.071 -5.035 3.354
H -2.765 2.021 -2.452
H -0.666 5.208 1.081
H 0.022 3.756 3.836
H -0.585 -4.372 -4.620
C 3.054 -0.385 -0.403
C 2.270 -1.930 1.107
C -1.829 2.335 -2.908
H -2.314 -4.351 1.071
H -2.675 -0.542 -2.526
H -1.312 -1.599 -2.946
C -1.557 3.800 -2.720
H -2.662 -0.915 4.528
H -3.790 3.235 -1.074
H -0.213 3.855 6.295
C 0.048 1.737 6.558
H -2.523 2.727 3.356
H -0.250 3.875 -4.414
S 1.163 -2.427 -2.251
H -3.546 4.662 -0.061
H -2.748 4.381 2.721
C 1.389 -3.477 2.735
H 3.530 -3.431 -5.643
C 0.282 1.637 3.752
H -3.215 -3.277 5.144
C 2.218 -4.492 2.205
H 0.720 -3.702 3.560
H 2.156 -5.493 2.611
C -2.884 3.321 2.519
C -2.596 -1.738 3.832
```

## Properties
total charge	+1
LUMO	-2.81	eV
orbital gap	0.2674	Ha

Atom charges from the Löwdin analysis, given in e for atoms 1 to 8: atom 1 (C): -0.094, atom 2 (H): -0.011, atom 3 (H): 0.126, atom 4 (O): -0.304, atom 5 (Br): 0.754, atom 6 (C): -0.312, atom 7 (H): 0.112, atom 8 (C): -0.133

***

Record 3
C36H43Cl5N4O3PPbSi | ωB97M-V/def2-TZVPD

Geometry as XYZ:
```
94
C36H43Cl5N4O3PPbSi ωB97M-V/def2-TZVPD
O 1.254 -2.558 -0.007
C 1.589 -2.213 3.341
H 1.629 -5.417 0.154
H -2.701 -2.469 4.307
H 2.002 -5.012 4.044
H 6.928 -2.441 0.500
C -0.665 4.951 1.333
H 3.257 -3.581 2.949
Cl -0.436 7.624 1.216
C 0.201 -6.120 3.618
C 1.474 -5.022 1.167
C 2.378 0.159 3.082
H 7.586 -1.424 -1.508
C 3.838 -0.256 3.024
C -2.231 -1.698 -1.384
C -0.883 5.923 -0.857
H -1.852 -2.342 -0.595
C -0.851 3.687 0.798
C -2.323 0.434 -2.251
Si 1.504 -2.676 -1.651
N -1.278 2.218 -1.044
H 4.273 -1.528 1.349
C 7.191 -3.121 -0.314
C -2.351 -1.478 4.055
P 2.312 -3.409 0.941
C -1.938 -1.193 2.768
C 4.023 -1.646 2.398
H 4.243 -1.464 -0.380
H 3.292 -5.817 2.052
C 1.667 -0.831 3.988
H -3.383 0.727 -4.067
H 2.270 1.181 3.446
C 4.808 -4.086 -0.006
C -0.680 6.067 0.505
H 4.444 0.459 2.467
C -1.954 1.912 -2.159
C 5.625 -2.190 -2.068
H -0.063 -7.094 3.192
C -0.057 -5.020 1.372
Cl -0.896 7.292 -1.912
H 6.524 -5.125 -0.891
C -3.441 -1.336 -3.397
C -2.319 -0.457 4.998
H 2.208 -6.746 4.114
O -1.117 3.302 3.701
H -0.305 -4.054 3.295
N -0.886 2.493 1.540
H 2.848 -4.990 -1.162
C -1.066 3.539 -0.596
N -1.528 0.021 2.397
Cl 3.536 -3.639 -1.128
N -1.914 -0.406 -1.297
H 8.224 -3.426 -0.144
O -2.336 2.646 -3.058
H 4.905 -2.118 2.832
H -1.846 1.640 5.297
H -1.941 -1.957 1.996
H 1.388 -2.956 4.111
C -3.088 -0.001 -3.325
C -1.888 0.801 4.617
H -3.251 -3.260 -2.433
C -3.000 -2.209 -2.410
C 2.214 -5.987 2.113
C -0.505 -5.021 2.831
H -0.142 -6.129 4.654
Cl 0.415 -4.052 -2.641
H 3.894 -3.961 -2.371
H 5.394 -2.947 -2.829
H -0.417 -5.945 0.911
C -1.117 2.418 2.856
H 7.628 -2.903 -2.432
H -4.054 -1.697 -4.213
H -0.519 -4.202 0.814
H -1.588 -5.164 2.864
C 2.848 -2.658 2.524
H 4.224 -0.257 4.046
H 0.713 -2.209 2.686
C 1.716 -5.949 3.556
C -1.080 4.662 -1.407
H 0.653 -0.513 4.236
H 2.217 -0.892 4.932
H -0.518 5.073 2.394
C 7.095 -2.390 -1.630
Cl 1.413 -0.888 -2.558
H -2.629 -0.645 6.017
C 4.598 -2.294 -0.977
Pb -0.286 0.714 0.303
H 5.530 -1.227 -2.575
H -1.259 4.564 -2.466
C 6.293 -4.337 -0.162
C -1.506 1.009 3.299
H 6.531 -4.764 0.819
H 1.940 0.123 2.077
H 2.045 -6.994 1.722
```

## Properties
total charge	+1
LUMO	-4.19	eV
orbital gap	0.1831	Ha

Atom charges from the Löwdin analysis, given in e for atoms 1 to 8: atom 1 (O): -0.484, atom 2 (C): -0.175, atom 3 (H): 0.069, atom 4 (H): 0.109, atom 5 (H): 0.093, atom 6 (H): 0.116, atom 7 (C): -0.034, atom 8 (H): 0.102

***

Respective molar mass values: 1125.1, 1101.1, 1023.3 g mol⁻¹.